Record 1
Molecular formula: C24H43Cl2FeN4O4SeSi
Method: DFT, ωB97M-V with the def2-TZVPD basis set

```
80
Properties=species:S:1:pos:R:3:forces:R:3
C -2.516 -0.324 -2.507 0.2 -0.2 -0.3
C -3.092 0.469 -1.381 -1.0 0.3 0.7
H -3.060 -1.262 -2.653 0.1 0.1 -0.1
H -1.453 -0.568 -2.336 -0.4 0.2 0.0
H -2.571 0.245 -3.448 0.0 -0.1 0.2
C -4.343 0.341 -0.911 0.6 0.2 -0.4
C -5.391 -0.526 -1.514 -0.5 -0.3 0.0
H -4.672 0.952 -0.065 0.1 -0.1 -0.3
H -5.012 -1.206 -2.291 -0.2 0.2 0.3
H -6.176 0.103 -1.964 0.1 -0.2 0.0
H -5.876 -1.121 -0.726 0.0 0.0 -0.2
Fe 0.542 0.164 0.217 0.4 0.4 0.2
Cl 1.016 -0.745 -1.795 0.2 -0.7 -1.1
C -0.100 2.758 2.255 0.4 -1.7 0.0
O 0.152 1.570 2.540 -0.6 1.9 -0.2
N -0.110 3.760 3.152 -0.1 0.2 0.4
C 0.083 3.462 4.563 0.0 0.2 -0.1
C -0.450 5.131 2.795 0.0 -0.2 0.2
H -0.332 3.081 1.222 0.2 -0.2 0.3
H 0.510 2.456 4.652 -0.2 0.4 0.0
H -0.869 3.535 5.115 0.2 -0.2 -0.2
H 0.754 4.213 4.996 0.1 -0.2 -0.1
H -0.473 5.247 1.706 0.0 -0.1 0.3
H 0.292 5.817 3.221 0.0 -0.1 -0.2
H -1.423 5.422 3.216 0.1 -0.1 -0.2
H 5.941 0.630 2.009 -0.3 -0.2 0.0
H 6.474 0.751 -0.371 -0.3 0.1 0.0
C 5.491 -0.358 1.846 0.1 0.1 0.1
C 5.895 -0.147 -0.589 -0.1 -0.5 0.0
N 4.985 -0.452 0.495 0.2 -0.1 0.2
H 4.661 -0.526 2.539 0.2 0.1 -0.2
C 3.737 -0.900 0.252 -1.1 0.1 0.7
O 2.838 -1.016 1.099 1.4 -0.1 -1.0
H 5.316 -0.008 -1.504 0.1 0.1 0.1
H 3.572 -1.155 -0.809 -0.2 0.3 0.1
H 6.273 -1.115 2.013 -0.2 0.0 0.0
H 6.603 -0.965 -0.751 0.1 -0.1 0.0
H -2.446 -2.093 -0.342 0.3 -0.1 0.2
H -3.946 -1.099 1.643 0.2 -0.1 0.1
C -1.881 -2.616 0.447 -0.1 0.1 -0.1
C -3.309 -1.736 2.277 0.2 0.1 -0.1
N -1.984 -1.869 1.698 -0.3 -0.1 0.1
H -0.830 -2.709 0.153 -0.3 0.1 0.1
C -0.955 -1.167 2.158 1.8 -0.1 -1.3
O 0.176 -1.195 1.589 -2.1 -0.7 2.0
H -3.213 -1.288 3.273 -0.1 -0.1 -0.2
H -1.124 -0.556 3.060 0.0 -0.2 -0.2
H -2.326 -3.607 0.594 0.1 0.1 0.0
H -3.769 -2.728 2.352 0.0 0.2 0.1
O -1.246 0.690 0.045 -1.1 0.1 -0.2
C -2.132 1.428 -0.723 0.8 -0.3 0.5
C -3.131 2.170 1.472 -0.3 0.3 0.3
C -2.747 2.486 0.173 0.0 -0.1 -0.6
H -2.978 1.152 1.836 0.0 0.3 -0.1
C -3.694 3.153 2.287 0.1 -0.1 -0.2
H -1.629 1.965 -1.547 0.2 0.1 0.0
C -2.870 3.786 -0.310 -0.3 -0.2 0.3
H -4.008 2.897 3.302 0.1 0.2 -0.3
C -3.847 4.453 1.795 0.0 0.2 0.0
C -3.430 4.772 0.498 0.0 0.1 0.1
H -2.525 3.979 -1.327 -0.1 0.2 0.3
H -4.276 5.232 2.432 0.1 -0.2 -0.2
H -3.537 5.787 0.111 0.0 -0.2 0.2
Si 2.604 -4.720 -4.041 0.4 0.4 0.2
Cl 0.633 -4.835 -4.677 -0.2 -0.2 -0.2
C 2.702 -5.670 -2.430 0.0 0.0 0.0
C 2.977 -2.898 -3.864 0.0 -0.2 0.0
C 3.706 -5.529 -5.334 -0.1 -0.1 -0.1
H 1.951 -5.301 -1.718 0.2 0.0 -0.1
H 3.697 -5.563 -1.979 -0.2 0.0 -0.1
H 2.516 -6.740 -2.604 0.0 0.2 0.0
H 3.473 -6.598 -5.440 0.0 0.2 0.0
H 4.762 -5.439 -5.042 -0.2 0.0 0.0
H 3.580 -5.055 -6.317 0.0 -0.1 0.2
H 2.286 -2.407 -3.161 0.2 -0.1 -0.2
H 2.871 -2.398 -4.838 0.1 -0.1 0.2
H 4.004 -2.743 -3.502 -0.2 0.0 -0.1
Se 4.215 2.942 1.134 0.6 0.5 0.3
C 2.728 2.224 0.511 -3.0 -1.5 -1.6
N 1.736 1.732 0.063 3.3 2.0 1.3
```
Positions in Å, forces in eV/Å.

Summary:
Frontier orbital gap (alpha / beta): 6.98 / 6.09 eV
Total charge: -1
Highest occupied orbital energy (alpha / beta): -4.42 / -3.53 eV
Multiplicity: 5
Molar mass: 685.43 g mol⁻¹

Mulliken atomic charge list, values in e, 4 entries: -1.36, 0.34, 0.41, -0.08


Record 2
Molecular formula: C24H43ClN6O6S2
Method: DFT, ωB97M-V with the def2-TZVPD basis set

```
82
Properties=species:S:1:pos:R:3:forces:R:3
C -3.710 -2.416 -1.553 -0.1 0.0 0.0
C -2.529 -3.326 -1.932 -0.1 0.0 -0.1
S -1.121 -3.322 -0.794 -0.1 -0.1 -0.1
C -0.778 -1.540 -0.762 -0.1 0.0 0.0
C 0.719 -1.215 -0.903 0.0 0.0 -0.2
C 1.033 -1.391 -2.399 0.1 -0.1 -0.2
C 2.482 -1.698 -2.901 -0.1 -0.2 0.1
N 2.738 -0.847 -4.054 -0.1 0.2 0.1
N 3.543 -1.420 -1.929 0.0 0.2 0.2
N 2.472 -3.110 -3.296 0.3 0.1 -0.2
O 1.428 -2.285 -0.252 -0.1 0.1 0.2
C 2.308 -1.860 0.660 0.0 0.0 0.0
O 2.977 -2.624 1.291 0.2 -0.1 0.1
C 2.328 -0.351 0.769 -0.1 0.0 -0.5
C 2.441 0.030 2.254 0.0 0.0 0.3
C 3.716 0.806 2.621 0.1 0.0 0.1
S 4.725 0.061 3.953 -0.1 0.0 0.0
C 5.704 -1.022 3.012 0.0 -0.2 -0.1
N 5.836 -2.299 3.116 0.0 0.1 0.1
N 6.777 -2.679 2.164 0.0 0.0 0.0
C 7.118 -1.600 1.563 0.2 -0.3 -0.2
O 6.507 -0.504 2.032 -0.2 0.2 0.0
C 1.169 0.145 -0.173 0.1 0.1 -0.2
C 1.748 1.152 -1.186 -0.1 0.1 0.0
C 0.907 1.834 -2.260 0.0 -0.1 0.1
O 1.389 2.750 -2.873 -0.1 0.1 0.1
N -0.392 1.297 -2.638 0.0 0.3 -0.1
C -1.497 2.205 -2.282 0.0 -0.1 -0.1
C -0.395 1.132 -4.108 -0.1 0.0 -0.1
C 0.010 0.829 0.592 0.1 -0.1 0.1
C 0.026 2.341 0.867 -0.3 -0.1 0.0
C -1.193 2.703 1.715 0.0 0.3 -0.2
Cl 1.497 3.011 1.663 0.0 0.1 0.0
H -4.611 -3.001 -1.357 0.1 0.0 0.0
H -3.945 -1.715 -2.359 0.0 -0.1 0.1
H -3.505 -1.828 -0.657 0.0 -0.1 0.0
H -2.857 -4.367 -1.954 0.1 0.1 0.0
H -2.161 -3.087 -2.934 0.0 0.0 0.1
H -1.200 -1.142 0.155 0.0 -0.1 0.0
H -1.299 -1.090 -1.609 0.0 0.1 0.1
H 0.624 -0.568 -2.984 0.2 -0.3 0.4
H 0.451 -2.275 -2.680 0.1 0.1 0.0
H 3.695 -0.957 -4.367 0.0 -0.1 -0.1
H 2.111 -1.083 -4.815 0.0 0.0 0.0
H 4.110 -2.235 -1.742 0.0 0.0 0.0
H 4.128 -0.648 -2.219 0.1 -0.1 -0.1
H 3.304 -3.304 -3.845 0.0 -0.1 0.1
H 2.477 -3.717 -2.481 -0.2 0.0 0.0
H 3.258 -0.086 0.258 0.0 0.0 0.1
H 2.440 -0.895 2.836 0.0 0.1 -0.1
H 1.586 0.612 2.589 0.0 -0.1 0.0
H 3.486 1.796 3.018 0.0 0.0 -0.1
H 4.379 0.925 1.764 -0.1 0.2 0.0
H 7.824 -1.500 0.753 -0.1 0.1 0.1
H 2.221 1.970 -0.640 0.0 0.0 0.0
H 2.550 0.691 -1.766 -0.1 0.0 0.1
H -1.223 3.255 -2.442 -0.1 0.0 0.0
H -1.836 2.049 -1.259 0.1 0.1 0.1
H -2.342 1.978 -2.935 0.1 0.0 0.1
H -0.607 2.071 -4.629 0.1 0.0 0.0
H -1.153 0.387 -4.364 0.0 0.1 0.0
H 0.574 0.767 -4.449 -0.1 0.1 0.0
H -0.894 0.716 -0.011 0.1 0.1 0.1
H -0.204 0.307 1.531 0.0 0.0 -0.1
H -0.013 2.902 -0.064 0.1 -0.1 -0.1
H -1.519 3.726 1.513 0.1 0.0 0.1
H -0.961 2.630 2.777 -0.1 -0.2 0.0
H -2.018 2.026 1.483 0.1 0.0 0.1
C -6.614 2.123 4.571 0.0 -0.1 0.0
C -5.548 2.649 3.633 -0.1 0.0 0.0
O -4.316 1.928 3.755 0.0 0.0 -0.1
C -4.068 0.783 3.087 -0.1 0.0 0.1
C -5.183 0.096 2.333 0.0 0.1 -0.1
O -2.964 0.317 3.152 0.0 -0.1 -0.1
H -6.887 1.095 4.335 0.0 0.0 0.0
H -7.511 2.739 4.500 0.0 0.0 0.0
H -6.254 2.151 5.599 0.0 0.0 0.0
H -5.884 2.659 2.596 0.0 0.0 0.0
H -5.285 3.672 3.894 0.0 0.0 0.0
H -5.650 -0.625 3.004 0.0 0.0 0.0
H -4.738 -0.450 1.505 0.0 0.0 0.0
H -5.950 0.763 1.950 0.0 0.0 0.0
```
Positions in Å, forces in eV/Å.

Summary:
SMILES string: CCSC[C@]1(CC(N)(N)N)OC(=O)[C@H](CCSc2nnco2)[C@]1(CC(=O)N(C)C)C[C@@H](C)Cl.CCOC(C)=O
Frontier orbital gap: 8.73 eV
Highest occupied orbital energy: -8.45 eV
Molar mass: 611.23 g mol⁻¹

Mulliken atomic charge list, values in e, 4 entries: -0.59, -0.47, -0.19, -1.71


Record 3
Molecular formula: C24H43FFeP2
Method: DFT, ωB97M-V with the def2-TZVPD basis set

```
71
Properties=species:S:1:pos:R:3:forces:R:3
Fe -0.125 0.801 -1.399 0.9 -3.8 -2.2
C 0.424 0.124 0.831 -0.8 0.9 -0.2
C 1.539 0.631 0.145 0.2 1.4 0.3
C -0.236 2.179 -0.120 1.9 -0.3 1.5
C -0.694 1.015 0.631 0.8 0.4 0.2
C 1.205 1.906 -0.451 -1.1 0.3 1.9
C 0.430 -1.024 1.783 -0.2 -0.4 0.0
H 1.298 -1.680 1.606 -0.3 0.2 0.2
H -0.494 -1.630 1.707 0.5 0.3 0.2
H 0.500 -0.607 2.810 0.0 -0.4 -0.5
C -2.042 0.813 1.221 -0.7 -0.2 0.1
H -2.367 -0.242 1.119 0.2 0.9 0.1
H -2.786 1.461 0.721 0.2 -0.3 0.4
H -2.031 1.046 2.296 -0.1 0.1 -0.3
C -1.049 3.323 -0.571 -0.7 1.1 -0.2
H -1.124 4.116 0.192 0.0 -0.2 -0.3
H -2.080 3.016 -0.824 0.3 0.1 0.2
H -0.647 3.788 -1.489 0.0 -0.1 0.4
C 2.153 2.862 -1.052 0.6 0.4 -0.3
H 2.504 3.574 -0.292 -0.1 0.0 -0.3
H 1.703 3.420 -1.881 0.1 0.1 0.1
H 3.044 2.352 -1.442 -0.2 0.1 0.0
C 2.933 0.130 0.328 0.4 -0.4 0.0
H 3.315 0.533 1.293 0.0 -0.3 -0.6
H 3.615 0.438 -0.487 -0.3 -0.2 0.4
H 2.948 -0.975 0.399 0.1 0.6 -0.1
C -0.658 -1.989 -1.408 0.4 -0.4 -2.1
C 0.387 -2.803 -1.319 1.0 2.3 0.7
C 1.586 -2.537 -2.254 0.4 -0.9 -0.5
C 1.569 -1.405 -3.361 0.6 -2.5 -0.8
C 1.277 0.021 -3.275 -1.4 2.4 1.3
C 0.059 0.699 -3.685 -1.1 0.0 1.4
C -1.321 0.035 -3.155 -0.8 -0.8 -2.1
C -1.319 -1.478 -2.693 -1.0 0.0 1.0
H 1.766 -3.487 -2.871 -0.1 1.1 0.9
H 0.951 -1.843 -4.188 1.2 0.4 0.8
H 2.490 -2.447 -1.600 -0.7 0.0 -0.4
H -1.037 -2.149 -3.543 -0.2 0.7 1.2
H -1.718 -2.055 -0.294 -1.2 0.2 1.3
H 0.692 -3.224 -0.352 -0.5 -0.4 -0.4
H -2.402 -1.649 -2.495 0.5 -0.1 -0.3
H -1.869 0.638 -2.382 0.2 -0.1 -0.4
H -0.003 1.824 -3.555 0.7 -0.8 1.4
H -2.059 0.024 -4.054 1.0 0.2 1.5
H 2.636 -1.426 -3.654 -0.5 -0.3 -0.3
H 2.169 0.640 -3.243 -0.2 0.2 0.0
P -0.665 -1.831 -5.526 -0.2 0.4 -2.4
P -0.303 1.399 -5.548 0.2 -1.4 -3.4
C -0.390 -0.980 -7.158 0.2 -0.5 0.2
C -0.835 0.476 -7.068 -0.6 -0.6 -0.5
H -0.965 -1.574 -7.904 0.4 0.6 0.2
H 0.679 -1.047 -7.406 -0.2 0.0 0.0
H -0.463 1.022 -7.957 -0.3 0.0 0.5
H -1.932 0.472 -7.117 0.1 0.3 0.1
C -1.191 2.913 -5.903 -0.5 0.6 0.5
H -0.813 3.754 -5.346 0.2 0.4 0.3
H -2.242 2.822 -5.671 -0.4 -0.1 0.2
H -1.132 3.153 -6.957 0.2 -0.1 -0.3
C 1.348 1.788 -6.134 0.8 0.4 0.2
H 1.313 2.046 -7.197 -0.1 0.0 0.2
H 2.031 0.946 -6.018 -0.1 -0.1 0.1
H 1.770 2.642 -5.598 0.1 -0.1 0.1
C -2.415 -2.223 -5.774 -0.9 -0.3 -0.2
H -2.851 -2.713 -4.894 0.0 0.1 -0.2
H -2.517 -2.882 -6.646 -0.1 0.0 0.2
H -3.012 -1.338 -5.999 0.0 0.1 0.2
C 0.010 -3.417 -6.032 0.3 -1.1 -0.1
H 1.038 -3.333 -6.368 0.3 0.2 0.1
H -0.554 -3.815 -6.875 -0.1 -0.1 0.0
H -0.006 -4.167 -5.239 -0.1 0.0 0.1
F -2.463 -1.986 0.411 0.9 -0.6 -1.2
```
Positions in Å, forces in eV/Å.

Summary:
Frontier orbital gap (alpha / beta): 6.90 / 5.76 eV
Total charge: +1
Highest occupied orbital energy (alpha / beta): -9.41 / -10.23 eV
Multiplicity: 6
Molar mass: 468.40 g mol⁻¹

Mulliken atomic charge list, values in e, 4 entries: 0.11, 0.63, 1.09, 0.42